Entry 1:
C18H27ClN2OOs | the ωB97M-V functional and the def2-TZVPD basis

Structure (XYZ):
```
50
C18H27ClN2OOs, DFT the ωB97M-V functional and the def2-TZVPD basis
Os 1.21926 -2.02167 0.96946
Cl -0.03493 -0.05429 0.85348
C 1.49611 -1.49978 -0.79166
C 1.32796 -1.30474 -2.11542
C 2.02789 -2.14621 -3.01331
C 3.01497 -3.02699 -2.52412
C 3.41884 -3.01218 -1.17959
C 2.71212 -2.19097 -0.23082
H 0.63196 -0.52484 -2.44622
H 1.78432 -2.08266 -4.09104
H 4.27562 -3.61117 -0.81943
H 3.26358 -1.66963 0.60852
C 3.64725 -4.01241 -3.47760
H 4.40456 -4.59901 -2.95038
H 4.11438 -3.54695 -4.35679
H 2.88406 -4.70609 -3.85359
C -1.43110 2.53327 -3.84833
N -0.61776 2.21717 -2.76437
H -3.25175 1.48933 -4.52991
N -2.19484 0.72650 -2.80740
H -1.26736 3.37225 -4.49873
C 0.53038 2.95921 -2.20071
C 1.38608 3.55780 -3.28609
C -0.04214 3.93897 -1.19182
H 0.83897 4.28358 -3.88506
H 2.24032 4.06729 -2.82147
H 1.77948 2.76693 -3.94082
H 2.18511 2.59517 -0.86256
H 1.99776 1.32719 -2.03450
H -0.54187 3.38433 -0.38740
C 1.42716 2.02615 -1.42082
H -0.74232 4.62614 -1.67472
H 0.77065 4.51528 -0.73979
H 0.88547 1.43764 -0.67691
C -2.41737 1.59369 -3.87501
C -3.84707 -0.08549 -1.19533
H -4.63220 0.57691 -1.56496
H -4.31225 -1.00872 -0.82002
C -2.91509 -0.47320 -2.32754
H -2.30573 -2.31738 -1.29160
C -3.61974 -1.17942 -3.45321
H -2.92277 -1.49623 -4.24402
H -3.29411 0.37899 -0.36826
H -1.37234 -0.83825 -0.89706
H -4.40838 -0.55154 -3.87615
H -4.09281 -2.07530 -3.02707
C -1.89291 -1.39471 -1.69038
H -1.12711 -1.71560 -2.39391
C -1.11483 1.16472 -2.11517
O 0.79890 -3.14827 2.10151
```

Properties
Total charge: -2
Max |F|, eV/Å: 7.455
Calculated total energy, eV: -39113.4522
Multiplicity: 5
⟨S²⟩: 6.025
Highest occupied orbital energy (alpha / beta), Ha: 0.1093 / -0.0724
Kohn-Sham gap (alpha / beta), eV: 1.59 / 6.48

---

Entry 2:
C18H27IrN2OS4Se2Te2 | the ωB97M-V functional and the def2-TZVPD basis

Structure (XYZ):
```
57
C18H27IrN2OS4Se2Te2, DFT the ωB97M-V functional and the def2-TZVPD basis
Ir 0.03175 -0.08657 -0.06232
Se -0.85838 2.20079 0.53385
Te -2.03967 3.33262 -1.31687
Te -0.56081 2.50454 -3.39834
Se -0.08233 0.22671 -2.73292
C -0.91807 -3.22778 -2.35546
C 0.08335 -3.69905 -1.30192
S 0.69043 -2.52522 -0.03316
C -0.26416 -2.96128 1.43515
C -1.74132 -2.67485 1.31087
S -2.05807 -0.91192 0.94966
C -3.41101 -1.01595 -0.26488
C -3.07110 -1.47337 -1.66945
S -2.67354 -3.24238 -1.86790
H -0.85880 -3.92211 -3.19390
H -0.66733 -2.24235 -2.73412
H 1.00067 -4.00379 -1.80693
H -0.30499 -4.55923 -0.75633
H 0.19548 -2.36458 2.22170
H -0.09115 -4.01466 1.66014
H -2.24867 -2.90319 2.24909
H -2.19059 -3.25246 0.50899
H -3.78990 0.00762 -0.30308
H -4.17572 -1.64213 0.19702
H -2.23050 -0.90403 -2.04500
H -3.92886 -1.27448 -2.31230
C 5.60443 -0.33658 3.00122
C 4.69529 0.84386 3.31182
N 3.27518 0.47293 3.23800
C 2.64885 0.08857 4.50383
C 2.01585 1.27891 5.21393
C 2.65223 0.45622 2.06064
S 0.96068 0.02577 2.12655
N 3.37790 0.81821 1.01076
C 3.02995 0.74156 -0.25701
O 1.96844 0.25002 -0.75132
C 4.04178 1.22917 -1.23277
C 5.31094 1.61536 -0.80866
C 6.23567 2.08670 -1.72502
C 5.90219 2.17497 -3.06978
C 4.64411 1.77558 -3.50060
C 3.71870 1.30104 -2.58660
H 6.64937 -0.04528 3.10435
H 5.43842 -0.68025 1.98053
H 5.41443 -1.16673 3.68351
H 4.87440 1.65546 2.61256
H 4.87253 1.20972 4.32267
H 3.42910 -0.35461 5.12236
H 1.90067 -0.67807 4.31418
H 2.76167 2.04075 5.44158
H 1.56451 0.95197 6.15044
H 1.23899 1.72422 4.59315
H 5.56762 1.53706 0.23790
H 7.22072 2.38432 -1.39138
H 6.62243 2.55629 -3.78159
H 4.38741 1.83079 -4.55036
H 2.74111 0.97341 -2.90980
```

Properties
Total charge: +1
Max |F|, eV/Å: 1.233
Calculated total energy, eV: -215588.1689
Multiplicity: 2
⟨S²⟩: 0.763
Highest occupied orbital energy (alpha / beta), Ha: -0.3759 / -0.3729
Kohn-Sham gap (alpha / beta), eV: 6.45 / 5.02

---

Entry 3:
C18H27N3O | the ωB97M-V functional and the def2-TZVPD basis

Structure (XYZ):
```
49
C18H27N3O, DFT the ωB97M-V functional and the def2-TZVPD basis
C -1.92002 2.82543 5.83796
C -1.06285 2.87731 4.57944
C -1.37208 1.71701 3.63636
C -0.51493 1.76176 2.37505
H 0.54264 1.72955 2.64666
H -0.68913 2.70121 1.84392
C -0.82831 0.58875 1.44160
N -0.00724 0.61906 0.26281
C -0.30525 1.12701 -0.96844
N 0.66743 0.99979 -1.83007
C 1.68894 0.38695 -1.15181
C 2.95703 0.00858 -1.57691
C 3.78080 -0.60775 -0.65891
C 3.36536 -0.84957 0.65201
C 2.11114 -0.48055 1.09396
C 1.27696 0.13986 0.17786
H 1.79700 -0.67449 2.10865
H 4.04410 -1.33848 1.33510
H 4.77252 -0.91586 -0.95659
H 3.27435 0.19484 -2.59093
C -1.63037 1.68973 -1.35020
H -2.06072 2.28480 -0.54453
H -1.46853 2.33157 -2.21738
C -2.59222 0.54440 -1.73320
N -1.92190 -0.45444 -2.53059
C -1.35769 -1.54088 -1.93077
O -1.63388 -1.86622 -0.79552
C -0.41998 -2.30624 -2.84563
H -0.94961 -2.51088 -3.77948
H 0.42669 -1.65217 -3.07202
C 0.08124 -3.60930 -2.22528
C 1.08271 -3.36179 -1.10458
H 1.94183 -2.80242 -1.46952
H 0.61435 -2.79051 -0.30875
H 1.43298 -4.30536 -0.69280
H 0.54740 -4.21600 -3.00520
H -0.77297 -4.16108 -1.82882
H -1.50576 -0.12735 -3.38953
H -2.95011 0.02629 -0.84028
H -3.44821 0.94125 -2.28519
H -1.87863 0.61147 1.14624
H -0.64805 -0.35993 1.95493
H -2.42838 1.74968 3.35848
H -1.19802 0.77291 4.15758
H -0.00710 2.84403 4.85741
H -1.23771 3.82195 4.05938
H -1.68369 3.65785 6.49629
H -2.97626 2.87840 5.58313
H -1.74571 1.89873 6.38020
```

Properties
Max |F|, eV/Å: 0.720
Calculated total energy, eV: -25623.9068
Highest occupied orbital energy, Ha: -0.3070
Kohn-Sham gap, eV: 9.13

---

Entry 4:
C18H27N3O2 | the ωB97M-V functional and the def2-TZVPD basis

Structure (XYZ):
```
50
C18H27N3O2, DFT the ωB97M-V functional and the def2-TZVPD basis
C 4.66215 1.24435 -0.66744
H 4.70973 1.56218 0.37291
H 5.65978 0.93971 -0.97259
H 4.36514 2.09255 -1.28018
C 3.69296 0.06572 -0.83392
N 2.34850 0.31239 -0.33609
C 1.65330 1.47645 -0.81475
C 1.59307 2.58028 0.25244
N 0.87347 2.02975 1.37461
C 0.95143 0.72270 1.68118
O 0.16816 0.20265 2.46026
C 2.12995 -0.02001 1.06021
H 2.99164 0.29713 1.68081
C 1.95766 -1.54431 1.22339
H 1.51908 -1.74683 2.20099
C 1.05780 -2.08241 0.11552
O 1.47613 -2.72596 -0.82555
N -0.23754 -1.76697 0.29033
H -0.49501 -1.20732 1.08982
C -1.25731 -2.04683 -0.69037
C -2.55529 -2.53173 -0.04793
H -3.25132 -2.78451 -0.84956
H -2.35895 -3.43724 0.52863
C -3.19524 -1.48022 0.87248
C -3.35617 -0.15497 0.18225
C -2.58611 0.93817 0.55941
C -2.70432 2.14672 -0.10496
C -3.59733 2.28032 -1.15386
C -4.37853 1.20026 -1.52876
C -4.25821 -0.00699 -0.86490
H -4.87294 -0.84512 -1.16091
H -5.08366 1.30042 -2.34115
H -3.68857 3.22288 -1.67366
H -2.10091 2.99227 0.19613
H -1.89634 0.83856 1.38487
H -2.58470 -1.35209 1.76784
H -4.17387 -1.85035 1.18879
H -0.85042 -2.81184 -1.35661
H -1.46115 -1.14563 -1.28483
H 2.92146 -2.04565 1.15029
H 0.10223 2.54307 1.77564
H 2.60490 2.87318 0.55422
H 1.06939 3.46200 -0.11960
H 0.61863 1.19663 -1.06220
H 2.13108 1.84283 -1.72103
C 3.61735 -0.39915 -2.28726
H 3.27509 0.39575 -2.94524
H 2.92408 -1.23313 -2.35169
H 4.59697 -0.72660 -2.62498
H 4.08029 -0.77282 -0.24924
```

Properties
Max |F|, eV/Å: 0.663
Calculated total energy, eV: -27670.9333
Highest occupied orbital energy, Ha: -0.3096
Kohn-Sham gap, eV: 9.06